# 1
116
Properties=species:S:1:pos:R:3 method="wB97M-V/def2-TZVPD" smiles="CC1(C)CCCC(C)(C)N1O.CC1(C)CCCC(C)(C)N1O.NC(N)=O.NC(N)=O.OCCO.OCCO.OCCO.OCCO" mol_weight_g_mol=682.9
C 0.741 0.256 -0.677
C 1.244 -1.182 -0.765
O 2.500 -1.320 -1.472
O 1.372 0.995 0.330
H -0.344 0.356 -0.670
H 0.814 0.646 -1.692
H 0.531 -1.830 -1.274
H 1.348 -1.577 0.246
H 3.045 -1.961 -1.010
H 1.982 1.695 0.088
C -5.650 -6.520 -3.729
C -4.671 -5.325 -3.813
O -5.273 -4.253 -3.045
O -5.472 -7.232 -4.871
H -6.721 -6.323 -3.775
H -5.416 -7.100 -2.836
H -4.428 -5.035 -4.835
H -3.660 -5.581 -3.495
H -5.616 -3.573 -3.630
H -4.557 -7.521 -4.909
C 6.515 -5.303 -4.465
C 7.045 -6.173 -3.311
O 6.285 -5.943 -2.146
O 6.819 -3.944 -4.331
H 5.446 -5.444 -4.626
H 6.877 -5.729 -5.401
H 8.125 -6.068 -3.205
H 6.803 -7.217 -3.509
H 6.829 -6.217 -1.405
H 5.985 -3.615 -3.987
C 6.369 6.311 -1.240
C 6.436 5.115 -2.210
O 7.378 5.211 -3.206
O 5.736 5.910 -0.060
H 5.791 7.038 -1.810
H 7.363 6.745 -1.125
H 5.408 4.924 -2.515
H 6.712 4.177 -1.727
H 7.181 4.545 -3.869
H 6.030 6.498 0.640
C 2.552 8.214 5.806
O 3.694 8.341 5.442
N 1.764 7.438 5.145
N 1.995 8.669 6.865
H 2.244 6.840 4.488
H 0.898 7.311 5.649
H 2.695 9.163 7.399
H 1.009 8.549 7.048
C -1.755 1.330 7.384
O -1.075 0.746 8.275
N -1.332 1.817 6.200
N -3.015 1.529 7.691
H -2.139 2.201 5.730
H -0.551 1.489 5.650
H -3.610 2.126 7.134
H -3.303 1.381 8.647
C -1.833 7.308 -2.710
C -2.306 7.488 -4.156
C -1.192 6.908 -5.057
C -1.621 6.496 -6.443
C -2.873 5.613 -6.389
C -4.019 6.258 -5.546
N -3.490 6.716 -4.210
O -4.514 7.169 -3.301
C -4.674 7.346 -6.367
C -5.028 5.111 -5.321
C -2.441 9.002 -4.466
H -0.786 7.603 -2.646
H -1.540 6.336 -2.313
H -2.377 7.878 -1.956
H -0.354 7.576 -5.257
H -0.792 5.975 -4.660
H -0.741 6.026 -6.880
H -1.621 7.336 -7.137
H -2.816 4.587 -6.025
H -3.336 5.615 -7.376
H -5.409 7.090 -7.131
H -5.354 7.980 -5.797
H -3.895 8.020 -6.722
H -5.470 4.716 -6.236
H -4.374 4.407 -4.808
H -5.816 5.272 -4.586
H -3.360 9.529 -4.209
H -2.336 9.096 -5.547
H -1.612 9.505 -3.967
H -5.169 7.636 -3.825
C 1.827 -8.491 6.522
C 1.114 -7.586 5.438
C 1.422 -8.336 4.104
C 0.433 -8.063 2.978
C -1.013 -8.286 3.492
C -1.415 -7.424 4.736
N -0.342 -7.533 5.743
O -0.716 -6.829 6.827
C -1.541 -5.981 4.287
C -2.835 -7.823 5.226
C 1.794 -6.157 5.430
H 1.292 -9.424 6.702
H 1.645 -8.134 7.536
H 2.833 -8.802 6.243
H 2.287 -7.873 3.630
H 1.636 -9.398 4.220
H 0.647 -8.744 2.154
H 0.724 -7.115 2.526
H -1.223 -9.310 3.800
H -1.724 -7.971 2.729
H -2.396 -5.814 3.633
H -1.602 -5.173 5.016
H -0.577 -5.760 3.828
H -2.953 -7.455 6.245
H -3.616 -7.687 4.478
H -2.806 -8.897 5.407
H 1.650 -5.679 6.399
H 1.322 -5.406 4.797
H 2.804 -6.126 5.022
H -0.490 -5.907 6.685



# 2
112
Properties=species:S:1:pos:R:3 method="wB97M-V/def2-TZVPD" mol_weight_g_mol=630.9 de_lowest_kj_mol=22.9
C 2.346 -3.366 2.579
C 2.343 -3.250 1.029
O 1.269 -3.175 0.448
C 3.615 -3.402 0.225
H 3.133 -2.873 3.149
H 2.509 -4.400 2.882
H 1.404 -3.000 2.989
H 4.033 -4.377 0.478
H 4.358 -2.690 0.584
H 3.462 -3.191 -0.833
C 4.913 3.312 0.937
C 6.336 3.024 1.406
O 6.455 2.698 2.606
C 7.558 2.954 0.527
H 4.230 3.472 1.772
H 4.532 2.533 0.278
H 4.929 4.276 0.428
H 7.662 1.956 0.101
H 8.389 3.208 1.185
H 7.488 3.678 -0.285
C -2.424 1.852 -5.028
C -1.876 0.514 -4.596
O -2.103 -0.573 -5.137
C -0.985 0.631 -3.362
H -2.008 2.010 -6.023
H -2.239 2.701 -4.370
H -3.491 1.736 -5.220
H -0.042 1.086 -3.667
H -0.772 -0.384 -3.026
H -1.390 1.307 -2.609
C 1.820 1.030 5.673
C 2.935 0.263 4.900
O 3.623 -0.633 5.380
C 3.294 0.807 3.540
H 1.817 0.715 6.717
H 0.825 0.883 5.254
H 1.986 2.099 5.544
H 2.499 1.321 2.999
H 3.515 0.010 2.829
H 4.142 1.491 3.539
C -5.739 1.750 1.791
C -4.595 0.862 2.178
O -3.583 1.388 2.607
C -4.863 -0.684 2.078
H -5.635 2.749 2.215
H -6.731 1.357 2.013
H -5.754 1.869 0.708
H -4.010 -1.332 2.278
H -5.122 -0.981 1.062
H -5.671 -1.086 2.690
C 1.331 0.286 -0.210
C 0.113 0.056 0.759
O 0.251 0.296 1.936
C -1.165 -0.496 0.160
H 1.095 0.974 -1.022
H 1.682 -0.606 -0.728
H 2.172 0.700 0.346
H -1.929 -0.502 0.937
H -0.946 -1.516 -0.154
H -1.453 0.058 -0.733
C -2.679 -3.880 -4.340
C -1.881 -3.106 -3.332
O -2.453 -2.348 -2.560
C -0.419 -3.344 -3.204
H -2.942 -3.212 -5.161
H -3.563 -4.265 -3.832
H -2.170 -4.743 -4.769
H -0.175 -3.228 -2.148
H 0.149 -2.632 -3.802
H -0.215 -4.364 -3.531
C -2.807 -4.373 0.196
O -3.472 -3.113 0.033
H -1.828 -4.211 0.645
H -3.366 -5.110 0.773
H -2.714 -4.786 -0.809
H -3.077 -2.669 -0.721
C -0.778 2.946 3.198
O -0.634 4.249 2.760
H -1.082 2.358 2.332
H 0.186 2.588 3.559
H -1.529 2.908 3.987
H -1.491 4.665 2.879
C 4.231 -1.513 -3.973
O 2.855 -1.311 -3.739
H 4.344 -2.486 -4.451
H 4.633 -0.772 -4.664
H 4.837 -1.600 -3.072
H 2.692 -0.407 -3.461
C -4.700 0.627 -2.067
O -5.488 1.554 -2.771
H -4.241 -0.104 -2.733
H -3.963 1.157 -1.464
H -5.373 0.079 -1.408
H -5.540 2.405 -2.331
C -2.324 3.408 -0.120
O -2.551 3.305 -1.523
H -3.130 2.828 0.329
H -1.449 2.810 0.134
H -2.273 4.414 0.295
H -3.433 3.652 -1.680
C 3.726 1.603 -2.313
O 2.668 1.326 -3.233
H 3.599 2.546 -1.781
H 3.808 0.790 -1.592
H 4.680 1.686 -2.833
H 2.392 2.123 -3.692
C -1.724 -1.698 3.878
O -2.031 -1.932 5.260
H -1.892 -2.599 3.288
H -2.319 -0.947 3.358
H -0.651 -1.566 3.738
H -1.982 -1.097 5.732



# 3
118
Properties=species:S:1:pos:R:3 method="wB97M-V/def2-TZVPD" charge=-1 mol_weight_g_mol=721.4 de_lowest_kj_mol=252.2
Cl 4.135 -2.711 3.022
O 4.307 -3.613 4.186
O 5.391 -2.131 2.614
O 3.587 -3.422 1.886
O 3.252 -1.660 3.348
C -3.084 2.205 6.669
O -4.347 2.797 6.470
C -4.379 4.181 6.054
C -5.729 4.558 5.373
N -6.896 4.193 6.194
C -8.128 4.225 5.360
C -9.202 3.405 6.114
O -8.658 2.112 6.343
C -9.651 1.122 6.395
H -2.674 2.620 7.590
H -2.398 2.481 5.869
H -3.037 1.120 6.763
H -3.546 4.511 5.433
H -4.325 4.781 6.962
H -5.768 4.034 4.418
H -5.703 5.632 5.191
H -7.002 5.005 6.785
H -7.919 3.886 4.345
H -8.442 5.267 5.303
H -10.092 3.255 5.503
H -9.521 3.944 7.006
H -10.124 1.048 5.416
H -10.419 1.237 7.160
H -9.163 0.186 6.665
C 0.214 -3.623 -6.912
O 1.265 -3.362 -6.014
C 2.534 -3.164 -6.652
C 3.518 -2.782 -5.511
N 4.941 -2.528 -5.909
C 5.697 -1.865 -4.851
C 7.165 -1.650 -5.190
O 7.342 -0.442 -5.951
C 8.568 -0.437 -6.625
H -0.727 -3.778 -6.385
H 0.387 -4.534 -7.485
H 0.195 -2.846 -7.677
H 2.582 -2.384 -7.411
H 2.882 -4.057 -7.172
H 3.391 -3.599 -4.801
H 3.093 -1.902 -5.029
H 4.871 -1.813 -6.618
H 5.562 -2.320 -3.870
H 5.252 -0.878 -4.727
H 7.557 -2.534 -5.692
H 7.664 -1.585 -4.223
H 8.645 0.459 -7.242
H 8.579 -1.238 -7.363
H 9.374 -0.331 -5.899
C 5.631 6.475 -2.310
O 5.320 6.283 -0.940
C 6.266 5.506 -0.185
C 5.611 4.890 1.088
N 5.280 5.975 1.982
C 4.336 5.465 2.965
C 3.800 6.729 3.680
O 2.961 7.484 2.828
C 2.418 8.657 3.377
H 6.596 6.956 -2.465
H 4.891 7.161 -2.722
H 5.626 5.546 -2.880
H 7.081 6.198 0.028
H 6.651 4.731 -0.848
H 6.320 4.225 1.582
H 4.792 4.260 0.742
H 4.767 6.675 1.465
H 4.744 4.756 3.685
H 3.520 4.957 2.451
H 4.555 7.408 4.077
H 3.211 6.392 4.533
H 1.768 8.402 4.214
H 1.778 9.150 2.646
H 3.200 9.324 3.738
C -5.685 -10.597 -2.694
O -4.576 -9.702 -2.537
C -4.905 -8.447 -1.878
C -3.529 -7.774 -1.582
N -2.993 -8.432 -0.362
C -1.723 -7.916 0.052
C -1.216 -8.678 1.296
O -0.802 -10.050 1.049
C 0.125 -10.271 -0.001
H -5.299 -11.590 -2.923
H -6.457 -10.272 -3.391
H -6.217 -10.756 -1.757
H -5.370 -8.653 -0.914
H -5.572 -7.770 -2.412
H -3.669 -6.725 -1.324
H -2.853 -7.810 -2.437
H -2.798 -9.407 -0.538
H -1.728 -6.853 0.293
H -1.030 -7.965 -0.788
H -1.920 -8.777 2.123
H -0.355 -8.157 1.716
H 0.932 -9.540 -0.060
H -0.424 -10.295 -0.942
H 0.626 -11.236 0.062
C -1.794 2.033 -2.988
C -0.861 2.104 -1.775
C -0.814 3.416 -1.021
O -0.403 4.441 -1.885
C -0.060 5.695 -1.276
N -1.214 1.027 -0.850
H -2.841 2.238 -2.764
H -1.852 1.206 -3.695
H -1.408 2.816 -3.640
H 0.167 1.907 -2.079
H -0.106 3.331 -0.197
H -1.800 3.605 -0.596
H -0.817 6.135 -0.627
H -0.030 6.426 -2.084
H 0.937 5.614 -0.843
H -0.456 0.770 -0.234
H -1.344 0.230 -1.457



# 4
117
Properties=species:S:1:pos:R:3 method="wB97M-V/def2-TZVPD" charge=-1 mol_weight_g_mol=739.6
O 2.509 -6.515 -1.449
N 1.754 -5.596 -1.354
O 2.328 -4.398 -1.452
Ga 1.845 -3.514 -3.122
O 1.940 -4.737 -4.542
C 0.009 -2.660 -2.887
C -0.920 -3.309 -1.841
C -1.881 -4.376 -2.380
C -1.271 -5.273 -3.406
O -2.250 -6.234 -3.849
H 2.990 -2.419 -3.364
H 1.364 -5.501 -4.380
H -0.454 -2.599 -3.867
H 0.219 -1.657 -2.536
H -1.533 -2.525 -1.411
H -0.325 -3.764 -1.057
H -2.804 -3.947 -2.764
H -2.170 -5.010 -1.547
H -0.439 -5.803 -2.944
H -0.896 -4.726 -4.264
H -1.767 -6.866 -4.405
C 3.013 -3.373 -7.142
O 2.918 -2.770 -8.435
C 2.435 -1.439 -8.421
C 3.521 -0.468 -8.839
N 4.557 -0.363 -7.820
C 5.749 0.363 -8.242
C 6.581 -0.220 -9.382
O 7.244 -1.427 -9.062
C 6.473 -2.607 -9.220
H 3.243 -4.425 -7.285
H 3.812 -2.922 -6.545
H 2.075 -3.301 -6.593
H 2.026 -1.174 -7.443
H 1.622 -1.379 -9.154
H 3.080 0.522 -8.994
H 3.915 -0.819 -9.803
H 4.827 -1.293 -7.528
H 6.402 0.447 -7.370
H 5.454 1.382 -8.516
H 7.374 0.500 -9.606
H 5.999 -0.337 -10.304
H 5.751 -2.514 -10.035
H 5.948 -2.873 -8.300
H 7.161 -3.420 -9.455
C 0.665 0.021 0.301
O -0.112 -1.023 0.857
C 0.603 -1.877 1.740
C 0.100 -1.716 3.159
N 0.459 -0.409 3.700
C -0.193 -0.078 4.961
C -1.713 0.054 4.962
O -2.201 1.163 4.228
C -2.357 0.941 2.836
H 0.066 0.495 -0.476
H 0.930 0.781 1.047
H 1.576 -0.372 -0.157
H 1.679 -1.696 1.680
H 0.420 -2.905 1.417
H 0.540 -2.496 3.787
H -0.988 -1.871 3.137
H 0.222 0.303 3.023
H 0.220 0.879 5.290
H 0.096 -0.824 5.711
H -2.024 0.227 5.997
H -2.212 -0.868 4.641
H -2.618 -0.097 2.612
H -1.456 1.215 2.282
H -3.165 1.585 2.484
C -6.171 0.797 0.369
O -6.584 1.901 1.155
C -7.979 2.169 1.106
C -8.635 1.881 2.441
N -8.665 0.450 2.714
C -9.072 0.094 4.070
C -8.189 0.547 5.230
O -6.920 -0.074 5.266
C -5.925 0.548 4.468
H -5.083 0.784 0.368
H -6.527 -0.154 0.780
H -6.519 0.894 -0.663
H -8.462 1.605 0.304
H -8.096 3.235 0.886
H -9.661 2.260 2.423
H -8.080 2.441 3.206
H -7.745 0.067 2.544
H -9.130 -0.996 4.110
H -10.087 0.471 4.238
H -8.693 0.253 6.154
H -8.079 1.638 5.270
H -6.064 1.630 4.410
H -5.910 0.123 3.460
H -4.954 0.347 4.920
C 6.116 4.434 6.289
O 4.891 4.879 6.839
C 4.475 6.161 6.383
C 3.238 6.057 5.516
N 3.540 5.428 4.237
C 2.367 5.095 3.431
C 1.379 4.070 3.979
O 1.886 2.752 4.054
C 2.623 2.455 5.227
H 6.399 3.526 6.817
H 6.025 4.200 5.223
H 6.905 5.179 6.426
H 5.282 6.671 5.850
H 4.229 6.754 7.269
H 2.850 7.063 5.331
H 2.481 5.502 6.087
H 4.066 4.580 4.405
H 2.733 4.716 2.474
H 1.824 6.021 3.217
H 0.542 4.023 3.277
H 0.953 4.371 4.944
H 2.263 3.015 6.094
H 3.688 2.653 5.072
H 2.513 1.389 5.428



no.,LUMO level (eV)
1,0.2
2,0.1
3,2.0
4,2.1